No. 1
Entry from OMol25: a single C13H26N2 molecule (the ωB97M-V functional and the def2-TZVPD basis).

Structure (ORCA input):
```
! RIJCOSX wB97M-V def2-TZVPD def2/J DEFGRID3
* xyz 0 1
N -1.0706 0.5316 0.6720
C 0.0248 0.0122 -0.1701
C 1.3695 -0.0047 0.5259
C 2.1438 1.2409 0.9825
N 2.8043 1.9355 -0.1566
C 1.1497 2.2237 1.6662
C 0.6375 1.6821 3.0227
C 1.7154 1.4837 3.9968
C 2.5338 0.4546 3.2368
C 3.2263 0.8513 1.9861
C -0.0886 0.9358 -1.4758
C -1.3798 0.7600 -2.3310
C -1.6766 -0.7069 -2.4978
C -1.7695 -1.5505 -1.2379
C -0.3953 -1.4315 -0.4623
H -1.3129 -0.1494 1.4602
H -1.9593 0.6155 0.1071
H 1.1076 -0.4624 1.4445
H 2.0007 -0.6886 0.0273
H 2.8746 2.8772 0.0611
H 2.3985 1.7624 -1.1363
H 0.2448 2.4262 1.1036
H 1.7079 3.1910 1.8516
H -0.0620 0.8475 2.9264
H -0.0510 2.4361 3.5323
H 2.3924 2.3637 4.2555
H 1.2088 1.0370 4.8896
H 2.0753 -0.5012 3.0879
H 3.4414 0.2065 3.9514
H 3.9165 0.0836 1.6227
H 3.8760 1.7000 2.1337
H -0.0935 2.0377 -1.2242
H 0.7395 0.7777 -2.0700
H -2.1843 1.2667 -1.9221
H -1.2423 1.0652 -3.3397
H -0.9315 -1.1232 -3.1017
H -2.7303 -0.8680 -2.9571
H -2.0815 -2.6189 -1.4393
H -2.5636 -1.0964 -0.5793
H -0.4664 -2.0207 0.4940
H 0.1663 -1.8866 -1.2402
*
```

Computed properties:
HOMO-LUMO gap: 9.421 eV
energy above the lowest of the compared OMol25 structures with the same formula, charge and spin: 51.8 kcal/mol
structure (SMILES): NC1(CC2(N)CCCCC2)CCCCC1
E_tot: -620.38162 Ha
E_HOMO: -8.549 eV
max |F|: 6.4 eV/A
LUMO: 0.872 eV

natural (NBO) atomic charge list, values in e, 6 entries:
1. N -0.869
2. C 0.132
3. C -0.394
4. C 0.120
5. N -0.862
6. C -0.430

No. 2
Entry from OMol25: C15H31BCeF4P2 as an isolated structure (the ωB97M-V functional and the def2-TZVPD basis).

Structure (ORCA input):
```
! RIJCOSX wB97M-V def2-TZVPD def2/J DEFGRID3
* xyz 2 1
P 1.8089 2.2294 -0.1322
P -2.6931 1.9648 0.8109
C 0.0810 1.5747 -0.4183
C -0.8828 2.3861 0.4617
H -0.0433 0.4992 -0.1752
H -0.1926 1.5934 -1.4931
H -0.4651 2.4606 1.4858
H -0.9710 3.4075 0.0354
C -2.8094 0.4471 1.8272
H -2.1466 0.4327 2.6994
H -2.7137 -0.4928 1.2648
H -3.8511 0.4628 2.2013
C -3.5554 1.3026 -0.6772
H -3.4702 0.2115 -0.8319
H -3.2936 1.8373 -1.6021
H -4.6304 1.5149 -0.4948
C 3.0401 0.8975 0.0562
H 3.9681 1.4000 0.3630
H 3.2283 0.4163 -0.9108
H 2.8107 0.1426 0.8318
C 2.3818 3.1479 -1.5569
H 1.5385 3.6525 -2.0515
H 2.8157 2.4402 -2.2791
H 3.1402 3.8723 -1.2198
Ce 0.5599 -1.8848 0.7217
C -1.3578 -1.8048 -0.5146
C -1.3283 -2.9702 0.2535
C -0.3672 -4.1271 0.0319
C 0.6119 -4.0452 -1.1672
C 1.5144 -2.8423 -1.1750
C 1.0524 -1.5442 -1.5023
C -0.0344 -1.3190 -2.5706
C -1.3930 -1.7607 -2.0257
C 2.0405 3.0889 1.4298
H -1.5824 -0.8160 -0.0699
H -1.9250 -3.0623 1.1770
H -1.0286 -4.9747 -0.1420
H 0.1558 -4.3849 0.9741
H 1.2620 -4.9330 -1.1019
H 0.0505 -4.1112 -2.1073
H 2.6066 -3.0454 -1.1873
H 1.7281 -0.6822 -1.2739
H 0.2509 -1.8760 -3.4791
H -0.0695 -0.2588 -2.8655
H -2.2062 -1.1042 -2.3446
H -1.6406 -2.7575 -2.4031
H 1.2366 3.7953 1.6553
H 2.9701 3.6659 1.3669
H 2.1253 2.3678 2.2566
F -0.6333 0.0585 4.3876
B 0.3263 0.7553 3.6690
F 0.5321 -0.0785 2.3416
F -0.1412 2.0226 3.2554
F 1.5893 0.8276 4.2149
*
```

Computed properties:
HOMO-LUMO gap (spin up / spin down): 4.778 / 4.807 eV
E_tot: -2171.72943 Ha
E_HOMO (spin up / spin down): -13.614 / -13.614 eV
max |F|: 8.7 eV/A
LUMO (spin up / spin down): -8.836 / -8.807 eV

Löwdin atomic charge list, values in e, 6 entries:
1. P 0.925
2. P 0.931
3. C -0.287
4. C -0.415
5. H 0.023
6. H 0.105

No. 3
Entry from OMol25: a single C5H6O2S molecule (the ωB97M-V functional and the def2-TZVPD basis).

Structure (ORCA input):
```
! RIJCOSX wB97M-V def2-TZVPD def2/J DEFGRID3
* xyz 0 1
C -1.2781 2.0229 -2.0863
C -1.5704 1.6687 -0.8398
O -0.8067 0.8664 0.0457
C 0.1137 0.0081 -0.4339
O 0.4594 -0.0420 -1.5803
C 0.7040 -0.8904 0.6108
C 1.6692 -1.8667 -0.0477
S 0.2644 -0.7589 2.2070
H -0.3502 1.6571 -2.7428
H -2.1514 2.6440 -2.4617
H -2.4776 2.1262 -0.2782
H 2.7004 -1.4291 -0.3086
H 1.1567 -2.2439 -0.9734
H 1.8399 -2.8637 0.5103
*
```

Computed properties:
HOMO-LUMO gap: 7.753 eV
energy above the lowest of the compared OMol25 structures with the same formula, charge and spin: 45.8 kcal/mol
structure (SMILES): C=COC(=O)C(C)=S
E_tot: -742.71193 Ha
E_HOMO: -9.070 eV
max |F|: 3.3 eV/A
LUMO: -1.317 eV

natural (NBO) atomic charge list, values in e, 6 entries:
1. C -0.474
2. C 0.089
3. O -0.491
4. C 0.705
5. O -0.557
6. C -0.168

No. 4
Entry from OMol25: an isolated ion of composition C22H40N and charge +1 (the ωB97M-V functional and the def2-TZVPD basis).

Structure (ORCA input):
```
! RIJCOSX wB97M-V def2-TZVPD def2/J DEFGRID3
* xyz 1 1
C -2.9862 -4.7920 1.9457
C -2.4987 -4.3118 0.5845
C -2.9390 -2.8791 0.2938
C -2.4645 -2.3992 -1.0758
C -2.8840 -0.9582 -1.3610
C -2.3522 -0.4640 -2.7046
C -2.8517 0.9293 -3.0912
C -2.5047 2.0416 -2.1001
C -1.0037 2.2102 -1.8696
C -0.7154 3.4097 -0.9697
C 0.7725 3.6352 -0.6968
C 1.4925 2.5089 0.0610
C 0.8425 2.2921 1.4262
N 1.5703 1.4467 2.4291
C 2.9997 1.7936 2.4844
C 0.9748 1.7332 3.7518
C 1.3956 -0.0277 2.1823
C 1.9160 -0.5576 0.8729
C 1.0379 -0.7903 -0.1811
C 1.4992 -1.3145 -1.3757
C 2.8416 -1.6174 -1.5293
C 3.7171 -1.4182 -0.4753
C 3.2565 -0.8999 0.7226
H -4.0723 -4.7668 1.9914
H -2.6602 -5.8124 2.1297
H -2.5963 -4.1591 2.7409
H -1.4075 -4.3705 0.5452
H -2.8917 -4.9704 -0.1920
H -4.0284 -2.8213 0.3383
H -2.5445 -2.2173 1.0716
H -2.8784 -3.0519 -1.8463
H -1.3753 -2.4843 -1.1280
H -2.5207 -0.3139 -0.5557
H -3.9738 -0.8949 -1.3613
H -2.6686 -1.1635 -3.4811
H -1.2602 -0.4706 -2.6923
H -3.9376 0.8954 -3.1985
H -2.4334 1.1856 -4.0670
H -3.0001 1.8509 -1.1457
H -2.9071 2.9792 -2.4889
H -0.6029 1.3027 -1.4177
H -0.5037 2.3515 -2.8295
H -1.2642 3.3042 -0.0310
H -1.0998 4.3072 -1.4573
H 0.8867 4.5656 -0.1355
H 1.2837 3.7665 -1.6513
H 2.5308 2.8193 0.1711
H 1.4740 1.5980 -0.5331
H -0.1423 1.8448 1.2868
H 0.7071 3.2760 1.8830
H 3.4991 1.4800 1.5711
H 3.4675 1.2924 3.3303
H 3.1157 2.8690 2.6075
H 1.4127 1.0892 4.5127
H -0.1002 1.5627 3.7290
H 1.1582 2.7695 4.0307
H 0.3265 -0.2401 2.2540
H 1.9038 -0.5450 3.0001
H -0.0151 -0.5804 -0.0615
H 0.8093 -1.4959 -2.1852
H 3.2001 -2.0261 -2.4605
H 4.7585 -1.6788 -0.5790
H 3.9440 -0.7928 1.5491
*
```

Computed properties:
HOMO-LUMO gap: 10.301 eV
energy above the lowest of the compared OMol25 structures with the same formula, charge and spin: 1.9 kcal/mol
structure (SMILES): CCCCCCCCCCCCC[N+](C)(C)Cc1ccccc1
E_tot: -916.81588 Ha
E_HOMO: -12.713 eV
max |F|: 1.0 eV/A
LUMO: -2.412 eV

natural (NBO) atomic charge list, values in e, 6 entries:
1. C -0.600
2. C -0.389
3. C -0.385
4. C -0.387
5. C -0.394
6. C -0.392

No. 5
Entry from OMol25: C16H22HgN4O2SSi as an isolated structure (the ωB97M-V functional and the def2-TZVPD basis).

Structure (ORCA input):
```
! RIJCOSX wB97M-V def2-TZVPD def2/J DEFGRID3
* xyz -1 2
Hg -1.1008 1.0787 -1.7472
C -1.4114 -2.3251 4.9781
Si -1.2253 -0.9119 3.7414
C 0.5945 -0.4742 3.6976
C -2.2574 0.4984 4.4104
C -1.7710 -1.5556 2.0682
C -2.1308 -2.8831 1.8959
C -2.4332 -3.3901 0.6357
C -2.3489 -2.5157 -0.4299
N -2.0340 -1.2305 -0.3097
C -1.7604 -0.7241 0.9079
S -1.3736 0.9636 1.0368
H -1.1159 -1.9788 5.9722
H -0.7798 -3.1806 4.7250
H -2.4448 -2.6760 5.0457
H 0.9224 -0.0353 4.6440
H 0.7862 0.2453 2.9005
H 1.1962 -1.3677 3.5095
H -2.1344 0.5777 5.4947
H -3.3170 0.3386 4.1977
H -1.9696 1.4436 3.9521
H -2.1766 -3.5412 2.7579
H -2.7116 -4.4253 0.4892
H -2.5403 -2.8551 -1.4442
C 1.6701 -1.5600 0.2152
C 1.9782 -1.1051 -1.1675
N 1.1420 -0.5458 -2.0036
C 1.8516 -0.2775 -3.1541
C 3.1356 -0.6970 -3.0122
N 3.2076 -1.2256 -1.7383
H 0.6575 -1.2561 0.4657
H 2.3547 -1.1113 0.9372
H 1.7412 -2.6470 0.3018
H 1.3825 0.2190 -3.9880
H 3.9875 -0.6599 -3.6677
H 4.0214 -1.6202 -1.3042
O 0.9198 3.1589 -1.6272
C 0.7446 3.3698 -2.8236
C 1.2910 4.6058 -3.5461
C 0.8181 4.4071 -4.9790
C 0.0429 3.0779 -4.9262
O -0.4798 2.5837 -5.9125
N 0.0490 2.5693 -3.6631
H 2.3748 4.6418 -3.4336
H 0.8759 5.4927 -3.0659
H 1.6266 4.3141 -5.7049
H 0.1450 5.1894 -5.3315
*
```

Computed properties:
HOMO-LUMO gap (spin up / spin down): 5.844 / 7.158 eV
energy above the lowest of the compared OMol25 structures with the same formula, charge and spin: 0.0 kcal/mol
E_tot: -1833.64010 Ha
E_HOMO (spin up / spin down): -3.079 / -4.582 eV
max |F|: 0.3 eV/A
LUMO (spin up / spin down): 2.765 / 2.575 eV

natural (NBO) atomic charge list, values in e, 6 entries:
1. Hg 0.716
2. C -1.119
3. Si 1.662
4. C -1.124
5. C -1.118
6. C -0.564

Q: Look up the E_tot of the second one.
A: -2171.72943 Ha

Q: Among the records above, which one has the lowest max |F|?
A: C16H22HgN4O2SSi